Computed, not measured: C42H35GeN3O2S7SbZr as an isolated structure, with the ωB97M-V functional and the def2-TZVPD basis.

- DFT total energy (eV) = -192872.3653
- total charge = -1
- HOMO (eV) = -4.47
- Kohn-Sham gap (eV) = 6.733
- energy relative to the best compared isomer or geometry (same formula, charge and spin) (kcal/mol) = 0.0

Cartesian coordinates (Å):
Zr1 -0.749 -0.481 0.048
S1 -1.980 1.029 -1.613
C1 -1.624 0.615 -3.279
C2 -2.563 0.979 -4.256
C3 -2.362 0.701 -5.593
C4 -1.217 0.024 -6.004
C5 -0.286 -0.352 -5.055
C6 -0.466 -0.040 -3.708
S2 0.803 -0.554 -2.573
C7 2.133 0.545 -3.137
C8 2.111 1.957 -2.607
C9 3.146 2.848 -2.890
C10 3.067 4.131 -2.378
C11 1.989 4.484 -1.576
C12 1.016 3.527 -1.336
C13 -0.095 3.682 -0.330
S3 0.556 2.607 0.967
C14 -0.353 0.396 3.031
C15 0.488 0.791 4.226
C16 1.355 -0.268 4.978
C17 0.974 -1.740 4.944
C18 1.235 -2.359 3.540
C19 -0.511 -0.801 2.423
S4 2.090 -0.441 0.631
N1 1.080 2.304 -1.860
H1 -3.464 1.486 -3.935
H2 -3.109 0.997 -6.320
H3 -1.066 -0.226 -7.046
H4 0.593 -0.914 -5.348
H5 2.064 0.560 -4.226
H6 3.071 0.056 -2.870
H7 3.992 2.537 -3.489
H8 3.853 4.847 -2.582
H9 1.919 5.466 -1.128
H10 -1.032 3.281 -0.714
H11 -0.198 4.702 0.038
H12 -0.089 1.429 4.901
H13 1.479 0.068 6.011
H14 1.418 -2.282 5.783
H15 1.469 -3.423 3.570
S5 2.013 -5.031 -2.049
Sb1 1.439 -3.810 -0.250
S6 3.023 -1.827 -0.618
S7 -0.765 -2.749 -0.833
C20 -1.494 -4.224 4.788
C21 -1.529 -4.244 3.324
C22 -0.999 -3.261 2.596
C23 -0.272 -2.096 3.201
C24 -0.540 -1.933 4.739
C25 -1.066 -3.145 5.438
Ge1 2.592 -1.242 2.705
C26 2.589 0.158 4.125
C27 1.835 1.458 3.767
C28 2.232 2.636 4.595
C29 3.324 2.635 5.358
C30 4.208 1.466 5.432
C31 3.885 0.310 4.850
C32 4.331 -2.077 2.483
C33 4.477 -3.460 2.514
C34 5.715 -4.050 2.302
C35 6.826 -3.257 2.058
C36 6.696 -1.874 2.026
C37 5.457 -1.292 2.237
H16 -1.862 -5.084 5.335
H17 -2.027 -5.070 2.830
H18 -1.103 -3.281 1.521
H19 -1.140 -1.055 5.010
H20 -1.090 -3.109 6.524
H21 1.868 1.741 2.715
H22 1.605 3.520 4.524
H23 3.592 3.515 5.930
H24 5.139 1.561 5.980
H25 4.555 -0.540 4.929
H26 3.612 -4.093 2.680
H27 5.809 -5.129 2.311
H28 7.791 -3.716 1.883
H29 7.561 -1.254 1.828
H30 5.366 -0.211 2.198
C38 -4.430 -1.003 2.931
N2 -3.597 0.142 2.610
C39 -3.375 1.144 3.550
C40 -2.274 1.889 3.515
C41 -1.236 1.534 2.480
O1 -0.511 2.762 2.214
N3 -1.884 1.070 1.286
C42 -2.808 0.130 1.490
O2 -2.909 -0.808 0.644
H31 -5.304 -0.661 3.486
H32 -3.884 -1.736 3.530
H33 -4.750 -1.479 2.009
H34 -4.164 1.276 4.281
H35 -2.113 2.705 4.203